Here is a cluster of 23 separate species, C94H171ClF30N30O4P5 in total from the OMol25 dataset. Energies are from ωB97M-V/def2-TZVPD.

Last columns: bonded neighbours and bond lengths (Å).
CARTESIAN COORDINATES (ANGSTROEM)
1 C 1.452 -7.732 5.300  C2 1.494, H9 1.087, H10 1.101, H11 1.088
2 C 0.688 -7.399 4.060  C1 1.494, N3 1.479, H12 1.089, H13 1.087
3 N 1.518 -7.063 2.883  C2 1.479, C4 1.395, C7 1.336
4 C 2.008 -5.802 2.540  N3 1.395, C5 1.388, H14 1.094
5 C 2.892 -5.967 1.483  C4 1.388, N6 1.401, H15 1.079
6 N 2.896 -7.339 1.201  C5 1.401, C7 1.322, C8 1.409
7 C 2.110 -7.945 2.073  N3 1.336, N6 1.322, H16 1.073
8 C 3.523 -8.002 0.127  N6 1.409, H17 1.080, H18 1.087, H19 1.073
9 H 0.787 -8.007 6.114  C1 1.087
10 H 2.028 -6.865 5.660  C1 1.101
11 H 2.172 -8.534 5.149  C1 1.088
12 H 0.018 -6.565 4.261  C2 1.089
13 H 0.048 -8.235 3.788  C2 1.087
14 H 1.590 -4.893 2.984  C4 1.094
15 H 3.464 -5.256 0.908  C5 1.079
16 H 1.989 -9.011 2.085  C7 1.073
17 H 3.097 -8.985 -0.013  C8 1.080
18 H 4.574 -8.096 0.385  C8 1.087
19 H 3.404 -7.404 -0.757  C8 1.073
20 C 2.158 7.861 1.680  C21 1.524, H28 1.092, H29 1.093, H30 1.093
21 C 1.405 6.666 2.251  C20 1.524, N22 1.477, H31 1.104, H32 1.080
22 N 0.042 7.039 2.682  C21 1.477, C23 1.399, C26 1.330
23 C -0.987 7.459 1.832  N22 1.399, C24 1.392, H33 1.082
24 C -2.075 7.756 2.647  C23 1.392, N25 1.375, H34 1.091
25 N -1.623 7.610 3.938  C24 1.375, C26 1.327, C27 1.410
26 C -0.379 7.146 3.939  N22 1.330, N25 1.327, H35 1.085
27 C -2.282 7.821 5.166  N25 1.410, H36 1.083, H37 1.086, H38 1.084
28 H 2.251 8.609 2.469  C20 1.092
29 H 1.625 8.304 0.836  C20 1.093
30 H 3.144 7.490 1.391  C20 1.093
31 H 1.885 6.197 3.129  C21 1.104
32 H 1.362 5.887 1.503  C21 1.080
33 H -0.930 7.412 0.752  C23 1.082
34 H -3.090 8.069 2.397  C24 1.091
35 H 0.202 6.961 4.836  C26 1.085
36 H -3.081 8.547 5.070  C27 1.083
37 H -1.594 8.193 5.919  C27 1.086
38 H -2.763 6.901 5.477  C27 1.084
39 C 2.255 1.300 9.179  C40 1.497, H47 1.100, H48 1.091, H49 1.102
40 C 2.580 0.716 7.840  C39 1.497, N41 1.468, H50 1.088, H51 1.095
41 N 1.703 -0.396 7.451  C40 1.468, C42 1.392, C45 1.352
42 C 0.537 -0.139 6.736  N41 1.392, C43 1.402, H52 1.074
43 C -0.137 -1.362 6.610  C42 1.402, N44 1.376, H53 1.088
44 N 0.619 -2.322 7.242  C43 1.376, C45 1.358, C46 1.417
45 C 1.748 -1.724 7.700  N41 1.352, N44 1.358, H54 1.081
46 C 0.300 -3.700 7.335  N44 1.417, H55 1.087, H56 1.081, H57 1.079
47 H 1.296 1.837 9.143  C39 1.100
48 H 3.002 2.008 9.539  C39 1.091
49 H 2.083 0.473 9.887  C39 1.102
50 H 3.580 0.291 7.769  C40 1.088
51 H 2.534 1.522 7.102  C40 1.095
52 H 0.186 0.824 6.416  C42 1.074
53 H -1.047 -1.658 6.093  C43 1.088
54 H 2.566 -2.196 8.226  C45 1.081
55 H 0.232 -4.110 6.331  C46 1.087
56 H -0.687 -3.833 7.756  C46 1.081
57 H 1.060 -4.214 7.904  C46 1.079
58 C -5.324 1.847 8.175  C59 1.514, H66 1.100, H67 1.099, H68 1.100
59 C -5.455 3.189 8.865  C58 1.514, N60 1.449, H69 1.097, H70 1.097
60 N -5.900 4.283 8.026  C59 1.449, C61 1.379, C64 1.364
61 C -5.207 5.409 7.631  N60 1.379, C62 1.394, H71 1.091
62 C -6.091 6.181 6.879  C61 1.394, N63 1.347, H72 1.073
63 N -7.264 5.525 6.777  C62 1.347, C64 1.344, C65 1.424
64 C -7.138 4.375 7.461  N60 1.364, N63 1.344, H73 1.081
65 C -8.464 5.911 6.115  N63 1.424, H74 1.105, H75 1.075, H76 1.088
66 H -4.711 1.953 7.267  C58 1.100
67 H -6.318 1.503 7.856  C58 1.099
68 H -4.897 1.087 8.844  C58 1.100
69 H -4.508 3.538 9.293  C59 1.097
70 H -6.167 3.084 9.694  C59 1.097
71 H -4.172 5.679 7.845  C61 1.091
72 H -5.977 7.146 6.425  C62 1.073
73 H -7.851 3.595 7.689  C64 1.081
74 H -8.484 5.784 5.018  C65 1.105
75 H -8.616 6.970 6.218  C65 1.075
76 H -9.303 5.437 6.618  C65 1.088
77 C -5.773 -8.781 0.883  C78 1.513, H85 1.099, H86 1.080, H87 1.101
78 C -4.771 -9.023 -0.224  C77 1.513, N79 1.430, H88 1.083, H89 1.085
79 N -3.925 -7.914 -0.541  C78 1.430, C80 1.389, C83 1.392
80 C -4.024 -7.034 -1.610  N79 1.389, C81 1.391, H90 1.079
81 C -3.137 -5.966 -1.523  C80 1.391, N82 1.434, H91 1.087
82 N -2.566 -6.099 -0.214  C81 1.434, C83 1.362, C84 1.407
83 C -3.000 -7.288 0.289  N79 1.392, N82 1.362, H92 1.088
84 C -1.489 -5.333 0.269  N82 1.407, H93 1.080, H94 1.087, H95 1.102
85 H -5.317 -8.557 1.858  C77 1.099
86 H -6.396 -9.646 1.053  C77 1.080
87 H -6.534 -8.009 0.689  C77 1.101
88 H -5.256 -9.242 -1.167  C78 1.083
89 H -4.183 -9.902 0.017  C78 1.085
90 H -4.687 -7.195 -2.447  C80 1.079
91 H -2.962 -5.171 -2.244  C81 1.087
92 H -2.698 -7.659 1.266  C83 1.088
93 H -1.566 -5.186 1.336  C84 1.080
94 H -1.537 -4.411 -0.304  C84 1.087
95 H -0.548 -5.861 0.043  C84 1.102
96 C 6.545 4.542 -2.011  C97 1.520, H104 1.091, H105 1.093, H106 1.091
97 C 5.486 5.619 -1.838  C96 1.520, N98 1.445, H107 1.091, H108 1.095
98 N 4.270 5.221 -2.510  C97 1.445, C99 1.397, C102 1.338
99 C 3.993 3.995 -3.119  N98 1.397, C100 1.386, H109 1.088
100 C 2.677 4.065 -3.548  C99 1.386, N101 1.386, H110 1.096
101 N 2.220 5.317 -3.169  C100 1.386, C102 1.321, C103 1.431
102 C 3.183 5.999 -2.577  N98 1.338, N101 1.321, H111 1.075
103 C 1.028 6.026 -3.523  N101 1.431, H112 1.085, H113 1.087, H114 1.086
104 H 7.512 4.811 -1.583  C96 1.091
105 H 6.725 4.322 -3.066  C96 1.093
106 H 6.226 3.627 -1.508  C96 1.091
107 H 5.820 6.575 -2.246  C97 1.091
108 H 5.261 5.806 -0.782  C97 1.095
109 H 4.715 3.186 -3.205  C99 1.088
110 H 2.175 3.331 -4.189  C100 1.096
111 H 3.179 7.000 -2.187  C102 1.075
112 H 0.153 5.394 -3.415  C103 1.085
113 H 1.101 6.303 -4.572  C103 1.087
114 H 0.921 6.878 -2.858  C103 1.086
115 C 2.859 -1.709 3.894  C116 1.529, H123 1.101, H124 1.089, H125 1.099
116 C 3.634 -2.579 4.885  C115 1.529, N117 1.468, H126 1.096, H127 1.096
117 N 5.048 -2.510 4.498  C116 1.468, C118 1.436, C121 1.358
118 C 5.657 -2.819 3.235  N117 1.436, C119 1.364, H128 1.083
119 C 6.999 -2.686 3.438  C118 1.364, N120 1.380, H129 1.077
120 N 7.269 -2.409 4.763  C119 1.380, C121 1.366, C122 1.418
121 C 6.057 -2.311 5.386  N117 1.358, N120 1.366, H130 1.085
122 C 8.532 -2.218 5.378  N120 1.418, H131 1.084, H132 1.091, H133 1.083
123 H 3.007 -2.020 2.847  C115 1.101
124 H 3.243 -0.698 4.025  C115 1.089
125 H 1.776 -1.753 4.080  C115 1.099
126 H 3.292 -3.620 4.868  C116 1.096
127 H 3.539 -2.208 5.913  C116 1.096
128 H 5.049 -3.130 2.395  C118 1.083
129 H 7.846 -2.745 2.775  C119 1.077
130 H 5.956 -2.097 6.445  C121 1.085
131 H 9.193 -3.058 5.203  C122 1.084
132 H 8.417 -2.221 6.463  C122 1.091
133 H 8.975 -1.291 5.038  C122 1.083
134 C 0.423 -0.314 -6.498  C135 1.509, H142 1.098, H143 1.092, H144 1.080
135 C 1.628 -1.202 -6.311  C134 1.509, N136 1.429, H145 1.085, H146 1.089
136 N 1.279 -2.583 -6.425  C135 1.429, C137 1.429, C140 1.354
137 C 1.628 -3.436 -7.517  N136 1.429, C138 1.376, H147 1.078
138 C 1.094 -4.653 -7.161  C137 1.376, N139 1.383, H148 1.079
139 N 0.346 -4.543 -6.002  C138 1.383, C140 1.356, C141 1.426
140 C 0.586 -3.303 -5.511  N136 1.354, N139 1.356, H149 1.080
141 C -0.375 -5.588 -5.353  N139 1.426, H150 1.077, H151 1.090, H152 1.083
142 H -0.374 -0.813 -5.931  C134 1.098
143 H 0.049 -0.256 -7.522  C134 1.092
144 H 0.635 0.668 -6.102  C134 1.080
145 H 2.060 -0.866 -5.374  C135 1.085
146 H 2.375 -1.018 -7.083  C135 1.089
147 H 2.195 -3.145 -8.386  C137 1.078
148 H 1.173 -5.595 -7.683  C138 1.079
149 H 0.282 -2.928 -4.544  C140 1.080
150 H -0.209 -5.514 -4.291  C141 1.077
151 H -0.052 -6.557 -5.733  C141 1.090
152 H -1.429 -5.621 -5.599  C141 1.083
153 C -4.384 -0.007 2.536  C154 1.496, H161 1.082, H162 1.091, H163 1.082
154 C -4.328 -0.677 1.200  C153 1.496, N155 1.489, H164 1.099, H165 1.093
155 N -4.661 -2.123 1.325  C154 1.489, C156 1.375, C159 1.347
156 C -4.978 -2.941 0.266  N155 1.375, C157 1.377, H166 1.080
157 C -5.183 -4.194 0.799  C156 1.377, N158 1.365, H167 1.084
158 N -5.037 -4.126 2.154  C157 1.365, C159 1.348, C160 1.434
159 C -4.743 -2.846 2.459  N155 1.347, N158 1.348, H168 1.127
160 C -5.165 -5.209 3.086  N158 1.434, H169 1.086, H170 1.091, H171 1.095
161 H -3.618 -0.410 3.185  C153 1.082
162 H -5.358 -0.261 2.958  C153 1.091
163 H -4.288 1.062 2.400  C153 1.082
164 H -3.363 -0.642 0.677  C154 1.099
165 H -5.066 -0.345 0.465  C154 1.093
166 H -5.141 -2.565 -0.733  C156 1.080
167 H -5.562 -5.044 0.244  C157 1.084
168 H -4.718 -2.555 3.547  C159 1.127
169 H -4.574 -4.976 3.967  C160 1.086
170 H -4.811 -6.102 2.569  C160 1.091
171 H -6.202 -5.369 3.397  C160 1.095
172 C 0.881 5.159 -13.438  C173 1.586, H180 1.082, H181 1.081, H182 1.091
173 C 1.707 3.877 -13.004  C172 1.586, N174 1.456, H183 1.091, H184 1.083
174 N 1.229 3.279 -11.765  C173 1.456, C175 1.364, C178 1.337
175 C 0.430 2.175 -11.718  N174 1.364, C176 1.385, H185 1.079
176 C 0.115 2.060 -10.374  C175 1.385, N177 1.367, H186 1.081
177 N 0.625 3.122 -9.680  C176 1.367, C178 1.338, C179 1.486
178 C 1.349 3.832 -10.554  N174 1.337, N177 1.338, H187 1.083
179 C 0.560 3.360 -8.215  N177 1.486, H188 1.089, H189 1.088, H190 1.097
180 H -0.154 4.911 -13.629  C172 1.082
181 H 1.265 5.637 -14.329  C172 1.081
182 H 0.886 5.872 -12.612  C172 1.091
183 H 2.752 4.139 -12.837  C173 1.091
184 H 1.703 3.075 -13.731  C173 1.083
185 H 0.140 1.551 -12.550  C175 1.079
186 H -0.558 1.310 -9.986  C176 1.081
187 H 1.973 4.690 -10.337  C178 1.083
188 H 0.755 4.417 -8.039  C179 1.089
189 H 1.252 2.691 -7.709  C179 1.088
190 H -0.442 3.120 -7.841  C179 1.097
191 C -1.007 0.830 3.032  C192 1.510, H199 1.084, H200 1.087, H201 1.081
192 C 0.267 1.152 2.289  C191 1.510, N193 1.447, H202 1.080, H203 1.094
193 N 0.264 0.467 1.014  C192 1.447, C194 1.352, C197 1.334
194 C -0.072 -0.805 0.700  N193 1.352, C195 1.392, H204 1.080
195 C 0.095 -0.981 -0.670  C194 1.392, N196 1.377, H205 1.077
196 N 0.664 0.180 -1.143  C195 1.377, C197 1.362, C198 1.452
197 C 0.625 1.075 -0.117  N193 1.334, N196 1.362, H206 1.082
198 C 0.955 0.569 -2.511  N196 1.452, H207 1.094, H208 1.085, H209 1.081
199 H -1.812 0.996 2.325  C191 1.084
200 H -1.061 1.539 3.855  C191 1.087
201 H -1.017 -0.211 3.322  C191 1.081
202 H 1.087 0.858 2.927  C192 1.080
203 H 0.414 2.219 2.098  C192 1.094
204 H -0.464 -1.508 1.419  C194 1.080
205 H -0.115 -1.838 -1.289  C195 1.077
206 H 0.792 2.141 -0.192  C197 1.082
207 H 1.616 -0.115 -3.051  C198 1.094
208 H 1.475 1.517 -2.424  C198 1.085
209 H 0.007 0.610 -3.027  C198 1.081
210 C 2.975 -7.542 -4.661  C211 1.475, H218 1.084, H219 1.087, H220 1.094
211 C 4.300 -7.395 -5.292  C210 1.475, N212 1.444, H221 1.088, H222 1.085
212 N 4.853 -6.141 -4.838  C211 1.444, C213 1.384, C216 1.339
213 C 5.708 -6.017 -3.758  N212 1.384, C214 1.384, H223 1.083
214 C 6.091 -4.688 -3.679  C213 1.384, N215 1.442, H224 1.073
215 N 5.415 -3.959 -4.725  C214 1.442, C216 1.367, C217 1.440
216 C 4.679 -4.920 -5.359  N212 1.339, N215 1.367, H225 1.087
217 C 5.390 -2.540 -4.974  N215 1.440, H226 1.078, H227 1.097, H228 1.100
218 H 2.284 -6.815 -5.069  C210 1.084
219 H 3.055 -7.256 -3.615  C210 1.087
220 H 2.405 -8.474 -4.722  C210 1.094
221 H 4.246 -7.370 -6.379  C211 1.088
222 H 4.956 -8.214 -5.015  C211 1.085
223 H 6.020 -6.874 -3.175  C213 1.083
224 H 6.720 -4.273 -2.916  C214 1.073
225 H 4.082 -4.704 -6.241  C216 1.087
226 H 6.363 -2.149 -4.726  C217 1.078
227 H 4.684 -1.976 -4.353  C217 1.097
228 H 5.228 -2.253 -6.023  C217 1.100
229 C 4.580 -1.109 0.219  C230 1.494, H237 1.095, H238 1.077, H239 1.104
230 C 4.849 -1.276 -1.242  C229 1.494, N231 1.464, H240 1.087, H241 1.094
231 N 6.049 -0.527 -1.619  C230 1.464, C232 1.381, C235 1.393
232 C 6.126 0.705 -2.238  N231 1.381, C233 1.398, H242 1.089
233 C 7.474 1.013 -2.442  C232 1.398, N234 1.373, H243 1.077
234 N 8.227 0.015 -1.873  C233 1.373, C235 1.337, C236 1.397
235 C 7.374 -0.901 -1.403  N231 1.393, N234 1.337, H244 1.088
236 C 9.620 -0.078 -1.843  N234 1.397, H245 1.090, H246 1.085, H247 1.090
237 H 3.733 -1.740 0.505  C229 1.095
238 H 4.395 -0.073 0.449  C229 1.077
239 H 5.483 -1.458 0.749  C229 1.104
240 H 4.079 -0.893 -1.906  C230 1.087
241 H 5.012 -2.306 -1.573  C230 1.094
242 H 5.244 1.266 -2.542  C232 1.089
243 H 7.925 1.841 -2.961  C233 1.077
244 H 7.715 -1.835 -0.962  C235 1.088
245 H 9.900 -1.054 -2.239  C236 1.090
246 H 10.002 0.008 -0.831  C236 1.085
247 H 10.117 0.702 -2.421  C236 1.090
248 C -7.959 4.817 1.367  C249 1.536, H256 1.100, H257 1.081, H258 1.092
249 C -7.310 3.439 1.561  C248 1.536, N250 1.457, H259 1.080, H260 1.078
250 N -5.957 3.590 2.081  C249 1.457, C251 1.415, C254 1.344
251 C -4.771 3.658 1.313  N250 1.415, C252 1.400, H261 1.081
252 C -3.728 3.872 2.221  C251 1.400, N253 1.378, H262 1.079
253 N -4.233 3.658 3.485  C252 1.378, C254 1.354, C255 1.431
254 C -5.580 3.584 3.371  N250 1.344, N253 1.354, H263 1.082
255 C -3.576 3.774 4.750  N253 1.431, H264 1.079, H265 1.081, H266 1.077
256 H -8.033 5.250 2.376  C248 1.100
257 H -8.950 4.719 0.946  C248 1.081
258 H -7.388 5.493 0.727  C248 1.092
259 H -7.169 2.968 0.599  C249 1.080
260 H -8.024 2.891 2.154  C249 1.078
261 H -4.703 3.517 0.243  C251 1.081
262 H -2.711 4.073 1.920  C252 1.079
263 H -6.289 3.561 4.188  C254 1.082
264 H -2.906 4.620 4.772  C255 1.079
265 H -2.934 2.946 5.017  C255 1.081
266 H -4.251 3.848 5.586  C255 1.077
267 C -8.087 2.720 -5.985  C268 1.554, H275 1.084, H276 1.089, H277 1.102
268 C -6.938 3.764 -5.919  C267 1.554, N269 1.419, H278 1.079, H279 1.098
269 N -5.938 3.209 -5.078  C268 1.419, C270 1.334, C273 1.343
270 C -5.884 3.257 -3.746  N269 1.334, C271 1.383, H280 1.085
271 C -4.726 2.629 -3.327  C270 1.383, N272 1.343, H281 1.084
272 N -4.020 2.331 -4.429  C271 1.343, C273 1.329, C274 1.399
273 C -4.769 2.679 -5.471  N269 1.343, N272 1.329, H282 1.067
274 C -2.753 1.755 -4.575  N272 1.399, H283 1.094, H284 1.094, H285 1.080
275 H -8.925 3.082 -6.570  C267 1.084
276 H -8.399 2.369 -5.002  C267 1.089
277 H -7.664 1.849 -6.513  C267 1.102
278 H -7.252 4.721 -5.534  C268 1.079
279 H -6.492 4.003 -6.893  C268 1.098
280 H -6.684 3.658 -3.132  C270 1.085
281 H -4.362 2.286 -2.365  C271 1.084
282 H -4.448 2.639 -6.488  C273 1.067
283 H -2.805 0.710 -4.256  C274 1.094
284 H -2.017 2.298 -3.975  C274 1.094
285 H -2.522 1.836 -5.628  C274 1.080
286 C 5.297 1.392 -5.765  C287 1.511, H290 1.086, H291 1.087, H292 1.080
287 C 3.872 1.511 -5.278  C286 1.511, O288 1.245, O289 1.303
288 O 3.050 2.040 -6.049  C287 1.245
289 O 3.608 0.987 -4.114  C287 1.303
290 H 5.902 0.490 -5.784  C286 1.086
291 H 5.902 2.047 -5.142  C286 1.087
292 H 5.394 1.664 -6.806  C286 1.080
293 C -4.429 -0.924 5.981  C294 1.598, H297 1.093, H298 1.099, H299 1.091
294 C -5.498 -2.092 6.196  C293 1.598, O295 1.191, O296 1.299
295 O -6.146 -2.011 7.192  C294 1.191
296 O -5.525 -2.928 5.203  C294 1.299
297 H -3.893 -0.675 6.900  C293 1.093
298 H -4.880 -0.004 5.584  C293 1.099
299 H -3.700 -1.347 5.288  C293 1.091
300 Cl -0.958 -3.435 3.790  no bonds
301 P -0.431 4.121 6.981  F302 1.630, F303 1.573, F304 1.586, F305 1.630, F306 1.682, F307 1.626
302 F 0.901 3.204 6.776  P301 1.630
303 F -0.316 3.862 8.528  P301 1.573
304 F 0.506 5.400 6.956  P301 1.586
305 F -1.752 5.047 7.218  P301 1.630
306 F -0.547 4.292 5.312  P301 1.682
307 F -1.401 2.826 6.819  P301 1.626
308 P 3.940 3.207 1.278  F309 1.655, F310 1.607, F311 1.666, F312 1.634, F313 1.645, F314 1.615
309 F 4.693 2.247 0.160  P308 1.655
310 F 4.993 4.409 1.110  P308 1.607
311 F 3.018 3.801 0.023  P308 1.666
312 F 3.155 4.100 2.399  P308 1.634
313 F 2.761 2.068 1.412  P308 1.645
314 F 4.833 2.487 2.414  P308 1.615
315 P 1.882 -4.336 -1.802  F316 1.624, F317 1.637, F318 1.642, F319 1.614, F320 1.605, F321 1.606
316 F 2.370 -2.891 -2.361  P315 1.624
317 F 1.927 -4.927 -3.328  P315 1.637
318 F 3.483 -4.673 -1.665  P315 1.642
319 F 1.518 -5.805 -1.243  P315 1.614
320 F 1.818 -3.792 -0.293  P315 1.605
321 F 0.347 -3.929 -2.040  P315 1.606
322 P -1.618 4.247 -1.103  F323 1.622, F324 1.622, F325 1.634, F326 1.648, F327 1.643, F328 1.636
323 F -0.762 5.620 -0.972  P322 1.622
324 F -2.825 5.078 -0.407  P322 1.622
325 F -2.084 4.557 -2.638  P322 1.634
326 F -2.549 2.891 -1.186  P322 1.648
327 F -0.320 3.480 -1.758  P322 1.643
328 F -1.112 3.734 0.366  P322 1.636
329 P -2.769 -2.359 -3.461  F330 1.665, F331 1.613, F332 1.660, F333 1.598, F334 1.629, F335 1.614
330 F -1.394 -1.448 -3.686  P329 1.665
331 F -2.057 -3.629 -4.159  P329 1.613
332 F -2.101 -2.878 -2.033  P329 1.660
333 F -4.077 -3.249 -3.235  P329 1.598
334 F -3.447 -1.126 -2.641  P329 1.629
335 F -3.353 -1.824 -4.867  P329 1.614

As for the spin multiplicity: 1. Its total charge is +7. Its total energy is -10789.76244 hartree. For the maximum force, the calculation gives 5.5 eV/Å. As for the HOMO energy: -16.1 eV. As for the orbital gap: 5.89 eV.

Here are the Löwdin charges for atoms 1 to 6, given in e:
1. C -0.062
2. C -0.176
3. N -0.019
4. C 0.006
5. C 0.005
6. N -0.095